*1*
Molecular formula: C4H13NO2
Method: DFT, wB97M-V/def2-TZVPD

## Properties
Frontier orbital gap (alpha / beta) (Eh): 0.37867 / 0.15006
E_HOMO (alpha / beta) (eV): -13.476 / -13.476
Multiplicity: 2
Total charge: +1
LUMO energy (alpha / beta) (eV): -3.2 / -9.4

Structure (XYZ):
```
20
C4H13NO2, DFT wB97M-V/def2-TZVPD
C -0.0814 -1.9745 1.9484
C -0.6283 -1.6189 0.4718
C -0.7211 -0.1908 0.0951
C -1.8095 0.5799 0.7752
O 0.6322 0.5760 0.1852
N 0.4293 -2.2615 -0.5269
H 0.4737 -1.1578 2.4814
H -0.7275 -2.3799 2.7137
H 0.7214 -2.7355 1.8084
H -1.5471 -2.0769 0.1187
H -0.6502 -0.0376 -1.1420
H -1.5434 1.6548 1.1221
H -2.7148 0.7023 0.0332
H -2.0645 0.0154 1.7099
H 0.5107 1.0303 1.0095
H 1.3162 -1.9000 -0.1145
H 0.2826 -1.6413 -1.3310
H 3.2626 3.9632 -3.9807
H 2.4791 5.1883 -3.6803
O 2.3800 4.2644 -3.6971
```

natural (NBO) population analysis, charges in e, atoms 1 to 2:
1. C -0.66
2. C -0.10

*2*
Molecular formula: C4H13NO2
Method: DFT, wB97M-V/def2-TZVPD

## Properties
Frontier orbital gap (alpha / beta) (Eh): 0.36342 / 0.18291
E_HOMO (alpha / beta) (eV): -13.679 / -13.679
Multiplicity: 2
Total charge: +1
LUMO energy (alpha / beta) (eV): -3.8 / -8.7

Structure (XYZ):
```
20
C4H13NO2, DFT wB97M-V/def2-TZVPD
C 1.4730 0.9605 -1.5546
C 1.6563 0.6287 -0.0615
C 0.8002 -0.6410 0.3489
C -0.5797 -0.8412 -0.2743
O -1.5888 0.0815 0.0956
N 1.4278 1.7508 0.7820
H 1.8915 0.1675 -2.1623
H 0.4180 1.0286 -1.8038
H 1.9894 1.8554 -1.8806
H 2.6893 0.3098 0.0984
H 0.6971 -0.6909 1.4402
H 1.3848 -1.4915 -0.0237
H -0.8736 -1.8470 0.0509
H -0.4906 -0.8663 -1.3599
H -1.2144 0.6329 0.7888
H 2.2229 2.0752 1.3095
H 0.4776 2.0354 0.9882
H -4.7898 -1.5191 1.3815
H -3.5609 -1.5257 0.6098
O -4.0301 -2.1037 1.2274
```

natural (NBO) population analysis, charges in e, atoms 1 to 2:
1. C -0.60
2. C -0.12

Here is how they stack up, most stable first: *2*, *1*.

*1*
Molecular formula: C6H16
Method: DFT, wB97M-V/def2-TZVPD

## Properties
Frontier orbital gap (alpha / beta) (Eh): 0.10584 / 0.43144
E_HOMO (alpha / beta) (eV): 1.453 / -7.589
Multiplicity: 2
Total charge: -1
LUMO energy (alpha / beta) (eV): 4.3 / 4.2

Structure (XYZ):
```
22
C6H16, DFT wB97M-V/def2-TZVPD
C 0.6042 1.8137 -1.8090
C -0.8471 2.3383 -1.7628
C 1.5128 2.1740 -0.6704
H 0.5131 0.7336 -1.9513
H 0.8587 2.2150 -2.7871
H -1.4303 1.7942 -2.5096
H 1.0329 2.9443 -0.0473
H 1.5040 1.3823 0.1004
H -0.9566 3.4129 -1.9117
H -1.3384 2.1388 -0.8034
H 2.5631 2.4622 -0.7407
C 0.0921 -2.0768 1.6858
C -1.1861 -1.4594 2.1951
C -0.0574 -2.7831 0.3053
H 0.8710 -1.3309 1.5310
H 0.4263 -2.8470 2.3823
H -1.9774 -2.2017 2.3841
H -0.7301 -3.6263 0.5174
H -0.6294 -2.1053 -0.3257
H -1.6906 -0.7559 1.5205
H -1.0267 -0.9273 3.1448
H 0.9068 -2.9335 -0.1857
```

natural (NBO) population analysis, charges in e, atoms 1 to 2:
1. C -0.53
2. C -0.72

*2*
Molecular formula: C6H16
Method: DFT, wB97M-V/def2-TZVPD

## Properties
Frontier orbital gap (alpha / beta) (Eh): 0.09552 / 0.41550
E_HOMO (alpha / beta) (eV): 1.444 / -7.351
Multiplicity: 2
Total charge: -1
LUMO energy (alpha / beta) (eV): 4.0 / 4.0

Structure (XYZ):
```
22
C6H16, DFT wB97M-V/def2-TZVPD
C -0.1263 1.3455 0.6357
C -0.9525 2.7232 0.7306
C 1.4319 1.5595 0.5762
C -0.4048 0.5077 1.8949
H -0.4466 0.7541 -0.2317
H -0.2785 3.4835 0.9587
H 1.8253 2.0736 1.5843
H 2.0809 0.7386 0.4766
H 1.6999 2.3285 -0.0708
H -0.0628 0.8655 2.9258
H -1.4658 0.4607 1.8653
H -1.7570 2.6226 1.6107
H -1.3479 2.9025 -0.2640
H 0.2534 -0.3692 1.7899
C 0.5360 -2.6832 -2.2015
C -0.7283 -2.7832 -1.3473
H 1.3800 -3.4038 -1.8791
H 0.4581 -2.8797 -3.2140
H 0.8473 -1.6288 -2.1858
H -1.5509 -2.2126 -1.8862
H -0.5275 -2.5087 -0.3783
H -0.8639 -3.8963 -1.3902
```

natural (NBO) population analysis, charges in e, atoms 1 to 2:
1. C -0.34
2. C -0.67

Here is how they stack up, most stable first: *1*, *2*.

*1*
Molecular formula: C4H14N2O2
Method: DFT, wB97M-V/def2-TZVPD

## Properties
Frontier orbital gap (Eh): 0.37174
E_HOMO (eV): -9.296
Multiplicity: 1
LUMO energy (eV): 0.8
SMILES string: C[C@@H](O)[C@@H](N)CN.O

Structure (XYZ):
```
22
C4H14N2O2, DFT wB97M-V/def2-TZVPD
N 0.1742 -0.7362 -1.3722
C -0.0730 0.0514 -0.1736
C 0.5434 -0.6806 1.0277
C 0.8190 0.2452 2.1873
O -0.2848 -1.7955 1.3563
C -1.5446 0.4002 0.0567
N -2.1315 0.9583 -1.1723
H -0.1457 -0.2181 -2.1841
H -0.3312 -1.6143 -1.3624
H 0.4607 1.0026 -0.2935
H 1.4712 -1.0968 0.6527
H 1.5262 1.0078 1.8784
H -0.0817 0.7632 2.5132
H 1.2366 -0.2749 3.0607
H -0.5866 -1.7452 2.2694
H -1.5868 1.1548 0.8510
H -2.0721 -0.5123 0.3119
H -1.9508 1.9445 -1.2731
H -3.1155 0.7507 -1.2297
H 2.9918 -0.2043 -2.9290
H 1.9391 0.1223 -1.8803
O 2.7422 0.4773 -2.2952
```

natural (NBO) population analysis, charges in e, atoms 1 to 2:
1. N -0.87
2. C -0.07

*2*
Molecular formula: C4H14N2O2
Method: DFT, wB97M-V/def2-TZVPD

## Properties
Frontier orbital gap (Eh): 0.37435
E_HOMO (eV): -9.408
Multiplicity: 1
LUMO energy (eV): 0.8
SMILES string: CNCCNCO.O

Structure (XYZ):
```
22
C4H14N2O2, DFT wB97M-V/def2-TZVPD
C 0.7551 0.0651 -1.3151
N -0.3192 -0.0683 -2.3197
C -1.3197 -1.0304 -2.0134
O -2.4078 -0.5482 -1.1632
C 0.3424 0.8443 -0.0621
N 0.0285 -0.0380 1.0493
C -0.3993 0.5713 2.2843
H 1.5063 0.6866 -1.8131
H 1.0877 -0.9585 -1.1490
H -0.6715 0.8144 -2.6264
H -1.7933 -1.3668 -2.9043
H -0.8787 -1.8395 -1.4568
H -2.0939 0.2321 -0.6906
H 1.1915 1.4430 0.3052
H -0.3629 1.6604 -0.3003
H -0.6669 -0.7229 0.7779
H -0.5208 -0.1759 3.0789
H -1.3300 1.1403 2.2767
H 0.3984 1.2059 2.6694
H 1.8386 -0.9964 1.6445
H 2.9853 -0.1434 1.5429
O 2.6302 -0.7752 2.1849
```

natural (NBO) population analysis, charges in e, atoms 1 to 2:
1. C -0.23
2. N -0.64

Here is how they stack up, most stable first: *1*, *2*.